{"formula": "C9H11NO2S", "method": "the ωB97M-V functional and the def2-TZVPD basis", "species": ["C", "C", "C", "C", "C", "C", "C", "C", "C", "N", "O", "O", "S", "H", "H", "H", "H", "H", "H", "H", "H", "H", "H", "H"], "xyz": [[1.480777, 2.337901, -0.126924], [1.850093, 0.940808, 0.222103], [0.253048, 2.882401, -0.095166], [-1.502881, -0.425887, 1.004231], [-0.844521, -1.503380, 1.474824], [0.782148, 0.214205, 0.409715], [-0.906765, 1.988836, 0.440991], [-0.619540, 0.484936, 0.194233], [0.250169, -3.179071, -0.859210], [0.528337, -1.570436, 1.389164], [0.895639, -3.976645, 1.605166], [2.522070, -2.729457, 0.175743], [1.181929, -2.926141, 0.688827], [2.195428, 3.022534, -0.650645], [2.826399, 0.672448, 0.294079], [0.057062, 3.916952, -0.283043], [-2.470799, -0.188246, 1.275994], [-1.336969, -2.317403, 1.899524], [-1.060851, 2.112811, 1.589689], [-1.903986, 2.187576, 0.127690], [-0.848900, 0.414544, -0.924022], [-0.802358, -2.918257, -0.850501], [0.861177, -2.446708, -1.415456], [0.374211, -4.162784, -1.206256]], "atomic_forces_ev_per_a": [[0.2397, 1.8390, -1.9842], [-2.7978, 1.2546, -0.1320], [-1.0256, -2.4090, 1.3946], [3.0064, -1.0257, -0.2129], [-0.5118, 1.5844, -0.6872], [-0.3807, -3.4977, 1.7524], [1.1235, 0.1631, 2.6588], [-1.6013, 1.4672, -1.3009], [0.8142, 2.2309, 0.7433], [1.9628, 3.1018, -2.4540], [0.0046, -0.6507, 0.6521], [-0.7084, 0.4931, 1.1687], [-0.3603, -0.5000, -1.7098], [0.0195, -0.9844, 0.9439], [2.5667, -0.8942, 0.4478], [0.1004, 0.3424, -0.2998], [-1.9217, 0.2784, 0.0748], [-0.6912, -1.2263, 1.0117], [0.7552, 0.1014, -1.5140], [-0.5971, 0.4601, -0.9691], [0.3614, -0.5164, 1.0035], [-0.0327, 0.1428, 0.3322], [-0.7780, -0.5056, -0.5849], [0.4521, -1.2493, -0.3352]], "mulliken_charge": [-0.1990, -0.6804, -0.5754, -0.9808, -0.5472, -0.0227, -1.0039, 1.1063, -0.9402, -0.2852, -0.6461, -0.6257, 1.1134, 0.2913, 0.6391, 0.3940, 0.5380, 0.4937, 0.3177, 0.4820, 0.1126, 0.3173, 0.3031, 0.3981], "homo_lumo_gap_ev": 8.783, "de_lowest_kj_mol": 534.4, "e_homo_ev": -8.85, "e_lumo_ev": -0.07}